Molecular formula: C3H3OP
Method: DFT, wB97M-V/def2-TZVPD

Each line ends with the natural charge from an NBO analysis.
Cartesian coordinates (Å):
O: -0.87 0.73 2.53  -0.96
P: -1.69 -0.16 0.83  0.77
C: -0.45 -0.02 -0.27  -0.49
C: 0.03 -0.32 -1.68  -0.12
C: 0.93 0.05 -0.77  -0.16
H: 0.04 0.34 2.54  0.45
H: 0.02 -0.70 -2.75  0.26
H: 1.98 0.07 -0.43  0.25

Strongest force on any atom ... 0.07374 hartree/bohr
SMILES ... OP=c1cc1
DFT total energy ... -532.54090 a.u.

Molecular formula: C27H23ClGeN2O6Zn
Method: DFT, wB97M-V/def2-TZVPD

Each line ends with the natural charge from an NBO analysis.
Cartesian coordinates (Å):
Zn: -0.22 0.70 1.23  1.53
O: -0.01 -1.63 3.08  -0.58
C: 0.48 -0.78 2.39  0.23
O: 1.88 -0.89 2.18  -0.54
C: 2.44 -0.16 1.22  0.84
O: 1.80 0.29 0.29  -0.67
C: 3.90 0.07 1.43  -0.51
C: 4.24 1.52 1.11  -0.80
Ge: 4.34 2.00 -0.84  1.58
C: 5.43 0.62 -1.76  -0.46
C: 6.67 0.95 -2.29  -0.14
C: 7.46 0.00 -2.93  -0.23
C: 7.00 -1.30 -3.04  -0.20
C: 5.76 -1.64 -2.54  -0.21
C: 4.98 -0.69 -1.91  -0.22
C: 2.61 2.28 -1.75  -0.43
C: 1.77 3.31 -1.34  -0.21
C: 0.56 3.53 -1.99  -0.16
C: 0.18 2.71 -3.03  -0.25
C: 0.99 1.66 -3.42  -0.22
C: 2.21 1.46 -2.79  -0.20
C: 5.40 3.68 -0.80  -0.35
C: 6.57 3.71 -0.06  -0.25
C: 7.33 4.87 0.03  -0.20
C: 6.92 6.01 -0.64  -0.21
C: 5.76 5.98 -1.40  -0.21
C: 5.01 4.83 -1.47  -0.23
H: 4.46 -0.61 0.78  0.25
H: 4.14 -0.18 2.46  0.24
H: 5.22 1.75 1.54  0.23
H: 3.53 2.19 1.60  0.23
H: 7.03 1.97 -2.20  0.21
H: 8.42 0.28 -3.33  0.21
H: 7.62 -2.04 -3.53  0.21
H: 5.40 -2.66 -2.65  0.21
H: 4.00 -0.97 -1.53  0.21
H: 2.06 3.94 -0.51  0.22
H: -0.08 4.34 -1.66  0.22
H: -0.76 2.88 -3.54  0.21
H: 0.68 0.99 -4.21  0.21
H: 2.86 0.66 -3.12  0.22
H: 6.90 2.82 0.46  0.21
H: 8.24 4.87 0.62  0.21
H: 7.51 6.91 -0.57  0.21
H: 5.45 6.87 -1.93  0.21
H: 4.10 4.81 -2.06  0.22
O: -1.76 2.10 1.77  -0.57
N: -1.03 2.99 1.30  0.72
O: -1.43 4.10 1.09  -0.39
O: 0.15 2.67 1.04  -0.62
Cl: -4.28 1.76 -2.51  0.05
C: -3.65 0.73 -1.28  -0.07
C: -4.48 -0.17 -0.63  -0.16
C: -3.92 -0.99 0.34  -0.23
C: -2.57 -0.87 0.62  0.05
N: -1.78 0.01 0.00  -0.57
C: -2.31 0.79 -0.94  0.03
H: -5.53 -0.22 -0.87  0.24
H: -4.53 -1.70 0.88  0.24
H: -2.10 -1.49 1.37  0.23
H: -1.64 1.49 -1.43  0.23

Strongest force on any atom ... 0.03517 hartree/bohr
DFT total energy ... -5920.01330 a.u.

Molecular formula: C3H10O2S2
Method: DFT, wB97M-V/def2-TZVPD

Each line ends with the natural charge from an NBO analysis.
Cartesian coordinates (Å):
O: -2.07 -0.49 -2.50  -0.75
C: -1.53 0.60 -1.77  -0.07
C: -0.04 1.02 -2.00  -0.44
C: 0.87 0.64 -0.76  -0.51
S: 0.33 0.83 1.05  0.03
S: 1.69 0.27 2.35  -0.09
H: -2.72 -0.32 -3.20  0.48
H: -1.49 0.24 -0.76  0.18
H: -2.28 1.43 -1.73  0.17
H: 0.09 2.15 -2.05  0.21
H: 0.25 0.44 -2.93  0.24
H: 1.77 1.20 -0.79  0.22
H: 0.87 -0.47 -0.80  0.21
H: 1.98 -0.99 2.12  0.11
O: -0.99 -3.12 0.41  -0.94
H: -1.81 -2.69 0.17  0.47
H: -0.51 -3.23 -0.46  0.47

Strongest force on any atom ... 0.06322 hartree/bohr
SMILES ... OCCCSS.O
DFT total energy ... -1067.08826 a.u.

Molecular formula: C3H3IO2
Method: DFT, wB97M-V/def2-TZVPD

Each line ends with the natural charge from an NBO analysis.
Cartesian coordinates (Å):
O: -2.10 -2.37 -0.36  -0.47
C: -1.03 -1.94 -0.53  0.52
I: 0.06 -2.63 -2.38  -0.06
C: -0.24 -1.06 0.39  -0.10
C: 0.29 0.21 -0.16  -0.08
O: 1.12 -0.84 0.09  -0.45
H: -0.55 -1.11 1.51  0.24
H: 0.12 0.22 -1.31  0.18
H: 0.37 1.30 0.23  0.22

Strongest force on any atom ... 0.08417 hartree/bohr
SMILES ... O=C(I)[C@@H]1CO1
DFT total energy ... -564.21479 a.u.

Molecular formula: C22H37Cl5O4PdSe2Si
Method: DFT, wB97M-V/def2-TZVPD

Each line ends with the Mulliken charge.
Cartesian coordinates (Å):
Pd: -0.95 -0.76 0.11  -0.21
C: 4.04 1.56 -1.07  -1.10
Se: 3.04 0.02 -0.31  0.16
C: 2.10 1.07 1.04  -0.77
C: 1.15 2.07 0.41  -0.78
Se: 0.23 1.32 -1.16  0.10
C: -0.99 2.85 -1.29  -0.95
H: 4.45 2.19 -0.28  0.32
H: 3.39 2.15 -1.72  0.27
H: 4.86 1.16 -1.66  0.34
H: 2.84 1.58 1.65  0.56
H: 1.56 0.34 1.64  -0.04
H: 1.72 2.93 0.06  0.45
H: 0.37 2.40 1.09  0.56
H: -0.42 3.75 -1.05  0.43
H: -1.82 2.74 -0.61  0.18
H: -1.35 2.92 -2.32  0.35
Cl: -1.40 1.28 3.09  -0.14
C: -2.54 1.43 1.79  1.17
C: -2.39 0.58 0.71  -1.95
C: -3.31 0.74 -0.33  1.33
Cl: -2.96 -0.23 -1.71  -0.27
C: -4.36 1.63 -0.30  -0.27
Cl: -5.47 1.73 -1.61  -0.19
C: -4.48 2.47 0.81  0.67
Cl: -5.75 3.62 0.87  -0.18
C: -3.55 2.39 1.85  -0.05
Cl: -3.64 3.48 3.17  -0.18
C: -0.47 -4.15 3.78  -1.85
C: -1.06 -4.09 2.37  1.96
C: -2.02 -5.25 2.12  -1.78
C: -1.81 -2.77 2.19  -1.34
O: 0.03 -4.25 1.46  0.08
Si: 0.52 -3.28 0.23  -1.40
O: 0.85 -1.81 0.72  0.35
O: -0.79 -3.11 -0.81  1.08
C: -1.02 -3.76 -2.08  1.50
C: -0.64 -5.24 -2.04  -1.31
C: -0.20 -3.02 -3.13  -1.44
C: -2.51 -3.67 -2.37  -1.45
O: 1.70 -4.02 -0.61  0.37
C: 2.84 -4.77 -0.21  1.55
C: 3.65 -3.99 0.83  -1.27
C: 3.68 -4.98 -1.47  -1.74
C: 2.39 -6.12 0.37  -1.47
H: -1.26 -4.07 4.53  0.44
H: 0.24 -3.34 3.91  0.35
H: 0.06 -5.10 3.91  0.36
H: -2.85 -5.23 2.82  0.44
H: -1.49 -6.20 2.22  0.37
H: -2.41 -5.18 1.10  0.27
H: -2.64 -2.71 2.89  0.64
H: -2.22 -2.71 1.17  -0.04
H: -1.14 -1.93 2.38  0.13
H: 0.43 -5.36 -1.90  0.05
H: -0.93 -5.72 -2.98  0.58
H: -1.15 -5.74 -1.22  0.23
H: 0.86 -3.12 -2.89  0.18
H: -0.45 -1.95 -3.10  0.14
H: -0.39 -3.40 -4.13  0.49
H: -3.08 -4.18 -1.59  0.31
H: -2.74 -4.16 -3.33  0.46
H: -2.84 -2.64 -2.43  0.05
H: 3.90 -3.01 0.43  0.18
H: 4.57 -4.53 1.08  0.50
H: 3.05 -3.85 1.73  0.17
H: 3.96 -4.02 -1.89  0.33
H: 3.11 -5.54 -2.22  0.33
H: 4.58 -5.55 -1.23  0.47
H: 1.74 -5.94 1.22  0.12
H: 3.26 -6.70 0.69  0.52
H: 1.84 -6.68 -0.38  0.31

Strongest force on any atom ... 0.06079 hartree/bohr
DFT total energy ... -8682.79206 a.u.

Molecular formula: C26H29F3NO3
Method: DFT, wB97M-V/def2-TZVPD

Each line ends with the natural charge from an NBO analysis.
Cartesian coordinates (Å):
O: 0.08 -2.36 4.00  -0.75
C: 0.09 -2.83 2.86  0.74
O: -0.24 -4.05 2.66  -0.81
C: 0.54 -2.00 1.60  -0.16
C: -0.46 -2.08 0.40  -0.42
C: -1.86 -1.45 0.67  -0.06
O: -2.63 -2.13 1.67  -0.70
N: 0.91 -0.62 1.98  -0.61
C: 2.32 -0.32 1.74  -0.20
C: 2.72 -0.17 0.22  -0.49
C: 3.39 -1.40 -0.40  0.24
F: 3.13 -1.62 -1.76  -0.35
C: 4.19 -2.31 0.20  0.65
F: 3.91 -3.03 1.28  -0.27
F: 5.41 -2.57 -0.35  -0.32
H: 1.48 -2.49 1.25  0.19
H: -0.02 -1.52 -0.47  0.18
H: -0.56 -3.15 0.11  0.24
H: -1.82 -0.36 0.91  0.14
H: -2.44 -1.55 -0.29  0.15
H: -3.53 -2.19 1.32  0.45
H: 0.29 0.08 1.59  0.34
H: 2.92 -1.09 2.28  0.21
H: 2.57 0.66 2.23  0.19
H: 1.81 0.10 -0.37  0.22
H: 3.44 0.68 0.11  0.22
C: -5.36 1.46 -0.99  -0.22
C: -4.87 0.54 -0.07  -0.23
C: -4.50 0.96 1.20  -0.16
C: -4.61 2.29 1.55  -0.22
C: -5.09 3.22 0.63  -0.22
C: -5.46 2.80 -0.64  -0.22
H: -5.65 1.13 -1.98  0.21
H: -4.79 -0.51 -0.34  0.21
H: -4.11 0.24 1.92  0.22
H: -4.32 2.62 2.54  0.22
H: -5.18 4.26 0.91  0.21
H: -5.84 3.52 -1.36  0.21
C: -0.91 3.17 2.56  -0.24
C: -0.45 2.82 3.82  -0.15
C: -0.43 3.77 4.84  -0.23
C: -0.87 5.06 4.60  -0.22
C: -1.34 5.41 3.33  -0.23
C: -1.35 4.46 2.31  -0.21
H: -0.93 2.43 1.77  0.21
H: -0.11 1.81 4.01  0.23
H: -0.06 3.49 5.82  0.21
H: -0.86 5.80 5.39  0.20
H: -1.69 6.42 3.14  0.20
H: -1.71 4.74 1.33  0.21
C: 2.84 -3.24 -5.08  -0.20
C: 2.89 -3.69 -6.39  -0.22
C: 3.78 -3.12 -7.29  -0.22
C: 4.63 -2.11 -6.88  -0.22
C: 4.59 -1.66 -5.57  -0.20
C: 3.70 -2.22 -4.66  -0.22
H: 2.15 -3.68 -4.37  0.22
H: 2.22 -4.49 -6.71  0.21
H: 3.80 -3.47 -8.32  0.21
H: 5.33 -1.67 -7.58  0.20
H: 5.26 -0.88 -5.24  0.21
H: 3.66 -1.87 -3.64  0.24

Strongest force on any atom ... 0.06066 hartree/bohr
Charge ... -1
DFT total energy ... -1588.13010 a.u.